[1]
Below is a cluster of 2 separate species, CH2N5O2 in total in a non-equilibrium geometry, with properties calculated with ωB97M-V with the def2-TZVPD basis set.

ORCA input file:
```
! wB97M-V def2-TZVPD RIJCOSX def2/J DEFGRID3
* xyz -1 1
C 0.417 -2.011 0.011
N 0.264 -3.169 0.189
N 1.352 0.123 -0.407
N -2.740 0.493 -0.139
N 0.680 -0.781 0.251
N 1.527 1.296 0.158
O 1.014 1.533 1.231
O 2.267 2.024 -0.500
H -2.368 0.995 -0.854
H -2.412 -0.503 0.060
*
```

- electronic energy (eV) = -12608.8058
- gap between HOMO and LUMO (spin up / spin down) (eV) = 7.8870 / 6.3334
- E_LUMO (spin up / spin down) (eV) = 2.85 / 2.33
- largest force on an atom (eV/Å) = 5.5
- molecular weight (g mol⁻¹) = 116.060
- HOMO energy (spin up / spin down) (eV) = -5.0 / -4.0

---

[2]
Below is a cluster of 2 separate species, CH2N5O3 in total in a non-equilibrium geometry, with properties calculated with ωB97M-V with the def2-TZVPD basis set.

ORCA input file:
```
! wB97M-V def2-TZVPD RIJCOSX def2/J DEFGRID3
* xyz -1 1
C 0.377 3.016 1.151
N 0.914 4.020 1.257
N 0.048 -1.937 -0.260
N -0.139 1.768 1.180
N 0.491 0.976 0.463
N -0.185 -2.174 -1.530
O -1.266 1.689 1.769
O -0.507 -1.228 -2.263
O 0.080 -3.314 -2.035
H 0.010 0.130 0.234
H 0.177 -2.945 0.033
*
```

- electronic energy (eV) = -14656.6071
- gap between HOMO and LUMO (spin up / spin down) (eV) = 6.7167 / 6.7160
- E_LUMO (spin up / spin down) (eV) = 2.08 / 2.08
- largest force on an atom (eV/Å) = 3.1
- molecular weight (g mol⁻¹) = 132.059
- HOMO energy (spin up / spin down) (eV) = -4.6 / -4.6

---

Please write out number 2 again, unchanged.
Below is a cluster of 2 separate species, CH2N5O3 in total in a non-equilibrium geometry, with properties calculated with ωB97M-V with the def2-TZVPD basis set.

ORCA input file:
```
! wB97M-V def2-TZVPD RIJCOSX def2/J DEFGRID3
* xyz -1 1
C 0.377 3.016 1.151
N 0.914 4.020 1.257
N 0.048 -1.937 -0.260
N -0.139 1.768 1.180
N 0.491 0.976 0.463
N -0.185 -2.174 -1.530
O -1.266 1.689 1.769
O -0.507 -1.228 -2.263
O 0.080 -3.314 -2.035
H 0.010 0.130 0.234
H 0.177 -2.945 0.033
*
```

- electronic energy (eV) = -14656.6071
- gap between HOMO and LUMO (spin up / spin down) (eV) = 6.7167 / 6.7160
- E_LUMO (spin up / spin down) (eV) = 2.08 / 2.08
- largest force on an atom (eV/Å) = 3.1
- molecular weight (g mol⁻¹) = 132.059
- HOMO energy (spin up / spin down) (eV) = -4.6 / -4.6

---

Question: What is the electronic energy in the second record?
Answer: -14656.6071 eV